[1]
Here is a 2-piece molecular cluster, C6H13P overall from the OMol25 dataset. Energies are from ωB97M-V/def2-TZVPD.

The geometry in XYZ format:
```
20
C6H13P | the OMol25 dataset | ωB97M-V/def2-TZVPD
C 1.65 -1.67 -1.88
H -2.12 -1.30 -0.62
C -0.05 -0.55 -0.22
H 1.49 0.67 0.94
C 1.27 -0.33 0.55
C -1.27 -1.35 0.06
H 1.78 -1.07 1.09
H -1.30 1.56 2.31
P -1.15 2.57 -0.05
H -1.95 3.27 2.11
C -1.17 2.57 1.79
H -0.25 2.78 2.32
C 1.17 -0.48 -1.03
H 0.73 -2.25 -2.17
H -0.81 -2.34 -0.25
H -2.51 2.54 -0.25
H 1.41 0.43 -1.62
H 2.32 -2.36 -1.33
H 2.24 -1.28 -2.76
H -1.51 -1.40 1.03
```

Results
Kohn-Sham gap (spin up / spin down) = 6.773 / 8.686 eV
HOMO (spin up / spin down) = -7.20 / -7.88 eV
ΔE to the lowest compared entry with this formula, charge and spin = 108.9 kcal/mol

These are the Mulliken partial charges, in e, on atoms 1 to 4: C -1.188; H 0.299; C 0.131; H 0.192

[2]
Here is C6H14 as an isolated structure from the OMol25 dataset. Energies are from ωB97M-V/def2-TZVPD.

The geometry in XYZ format:
```
20
C6H14 | the OMol25 dataset | ωB97M-V/def2-TZVPD
C 1.70 0.91 0.65
H 0.01 -2.61 0.71
C 0.75 -1.80 0.62
H 1.78 0.78 -0.42
C -1.01 -0.08 -0.12
C -0.68 -0.29 -1.61
C -1.52 1.33 0.14
H 0.15 0.36 -1.92
H 1.55 1.96 0.91
H 2.58 0.51 1.16
H -2.43 1.54 -0.43
H -1.55 -0.03 -2.24
H 0.66 0.35 1.42
H -0.76 2.07 -0.15
H -0.41 -1.32 -1.85
H 1.53 -1.99 1.35
C 0.04 -0.50 0.88
H -1.84 -0.78 0.12
H 1.18 -1.89 -0.39
H -1.74 1.47 1.20
```

Results
Kohn-Sham gap = 8.542 eV
HOMO = -7.53 eV
ΔE to the lowest compared entry with this formula, charge and spin = 93.4 kcal/mol

These are the Mulliken partial charges, in e, on atoms 1 to 4: C -1.221; H 0.391; C -1.442; H 0.341

Among the records above, which one has the lowest ΔE to the lowest compared entry with this formula, charge and spin?
C6H14

Which of these has the highest ΔE to the lowest compared entry with this formula, charge and spin?
C6H13P

What is the ΔE to the lowest compared entry with this formula, charge and spin in the second record?
93.4 kcal/mol